Density functional theory data (ωB97M-V with the def2-TZVPD basis set) for C24H23N5O3ReS as an isolated structure.

Structure (XYZ):
```
57
Properties=species:S:1:pos:R:3:forces:R:3:lowdin_charge:R:1
Re 0.90011 0.35237 -0.18570 -1.0 0.5 -3.0 1.432
N -0.47379 4.51417 -0.79690 0.1 0.3 -0.3 0.131
C -0.19749 3.25597 -0.48210 0.0 -1.0 0.4 -0.770
S 1.06351 2.45287 -1.40490 0.3 -1.2 1.0 0.754
N -0.84359 2.66947 0.48780 -0.8 2.0 -0.3 0.000
N -0.54649 1.42457 0.80530 0.5 -1.4 0.4 -0.145
C -1.14449 0.90647 1.87350 0.3 0.6 -0.5 -0.123
C -1.91189 1.74457 2.78480 -0.3 0.3 0.3 -0.177
C -1.33279 2.95537 3.19400 0.0 -0.3 0.2 -0.028
C -1.95549 3.74447 4.13730 -0.1 0.0 0.0 -0.048
C -3.18499 3.36527 4.66060 0.0 -0.2 -0.1 -0.039
C -3.79619 2.20017 4.21580 -0.1 0.1 0.1 -0.047
C -3.16369 1.38637 3.29510 0.2 0.0 -0.3 -0.032
C -0.87069 -0.49843 2.09900 0.1 -0.4 0.3 -0.169
C -1.40159 -1.24963 3.15020 0.2 0.2 -0.2 0.042
C -1.09269 -2.59483 3.24560 0.1 0.0 -0.3 0.002
C -0.27219 -3.17013 2.28370 0.1 0.3 0.0 -0.003
C 0.26071 -2.36053 1.29240 0.2 -0.7 0.1 -0.086
N -0.00919 -1.06473 1.21630 0.2 1.1 -0.7 -0.037
H 0.00671 4.96497 -1.55920 -0.1 0.0 0.1 0.110
H -1.21199 5.00097 -0.31700 -0.1 0.0 0.0 0.130
H -0.36269 3.23377 2.81340 0.0 0.1 0.0 0.110
H -1.48329 4.65737 4.46380 0.0 0.1 0.1 0.115
H -3.65959 3.97047 5.41570 -0.1 0.1 0.0 0.118
H -4.77269 1.92657 4.58550 -0.1 0.0 0.1 0.118
H -3.65939 0.49997 2.92990 -0.1 -0.1 0.0 0.122
H -2.02749 -0.77163 3.88480 0.0 0.0 0.0 0.120
H -1.48579 -3.19193 4.05250 -0.1 0.0 0.1 0.130
H -0.02299 -4.21843 2.31160 0.0 -0.1 0.0 0.125
H 0.92931 -2.76373 0.54060 0.0 0.0 0.0 0.129
C -2.50529 -3.97723 -4.55790 -0.5 -0.2 0.3 -0.035
O -1.30659 -3.49803 -5.13640 0.3 0.2 -0.2 -0.028
C -0.50989 -2.65643 -4.50410 0.6 0.3 0.1 -0.251
C 0.73861 -2.43763 -5.14550 -0.1 0.0 0.1 0.046
C 1.71431 -1.70803 -4.53750 -0.1 -0.1 -0.1 0.009
C 1.52411 -1.10403 -3.27490 -0.6 0.4 0.7 -0.083
C 2.60731 -0.49833 -2.56030 -0.4 -0.5 -1.5 -0.348
C 3.88491 -0.15013 -3.25570 0.1 0.0 0.4 0.027
O 2.54901 -0.25093 -1.32670 -0.4 0.4 1.4 -0.175
C 0.19791 -1.18123 -2.69310 1.2 -1.0 -2.0 -0.298
O -0.12749 -0.51363 -1.63940 -0.5 0.0 2.6 -0.206
C -0.76979 -2.00083 -3.30500 -0.2 0.2 0.3 0.087
H -2.85659 -4.76123 -5.22630 0.0 0.1 0.1 0.107
H -3.26609 -3.19693 -4.49510 0.1 0.1 0.0 0.105
H -2.32299 -4.40533 -3.56890 0.0 0.1 0.0 0.103
H 0.89421 -2.90453 -6.10420 0.1 -0.1 -0.1 0.136
H 2.67341 -1.62913 -5.01940 0.1 0.0 -0.1 0.120
H 4.27291 -0.97403 -3.84410 0.1 -0.1 0.0 0.094
H 4.62271 0.14807 -2.51440 0.0 0.0 -0.1 0.098
H 3.70811 0.68237 -3.93460 -0.1 0.1 -0.1 0.116
H -1.72529 -2.08583 -2.81000 -0.1 0.0 0.0 0.126
C 4.34351 0.98947 2.68270 1.1 0.0 0.6 -0.002
C 3.18991 0.89567 1.87000 -1.8 0.1 -0.9 -0.106
N 2.23491 0.83717 1.22130 1.5 -0.3 1.2 0.021
H 5.23831 0.91627 2.05980 0.0 0.0 0.1 0.116
H 4.36161 0.17857 3.41330 -0.1 0.0 0.0 0.116
H 4.35681 1.94347 3.21320 0.0 0.0 0.0 0.119
```
Positions in Å, forces in eV/Å.

Values from the calculation:
LUMO level (alpha / beta) in eV: -8.22 / -7.71
Total charge: +2
F_max in eV/A: 3.2
Kohn-Sham gap (alpha / beta) in Ha: 0.192 / 0.211
2S+1: 2

Density functional theory data (ωB97M-V with the def2-TZVPD basis set) for C15H14Cl8F9GeORhSeSi as an isolated structure.

Structure (XYZ):
```
51
Properties=species:S:1:pos:R:3:forces:R:3:lowdin_charge:R:1
Rh 0.64816 -1.29102 0.57758 -0.7 0.3 -0.3 0.522
F -2.53881 0.70962 3.51493 0.0 0.0 0.0 0.166
C -2.94256 -0.45769 2.99001 0.0 0.0 0.0 -0.551
F -3.56241 -0.18474 1.84395 0.0 0.0 0.0 0.165
F -3.84031 -0.99063 3.82916 0.0 0.0 0.0 0.171
C -1.71614 -1.39509 2.74416 0.2 0.1 0.1 -0.310
O -1.05302 -0.90179 1.67959 -0.3 -0.2 0.1 -0.372
C -0.79220 -1.36559 4.00464 0.0 0.0 0.0 -0.547
F 0.10412 -2.36620 3.94349 0.0 0.0 0.0 0.136
F -0.08842 -0.22455 4.04077 0.0 0.0 0.0 0.151
F -1.45019 -1.47237 5.16103 0.0 0.0 0.0 0.178
C -2.23667 -2.84959 2.53241 0.0 0.0 -0.1 -0.550
F -1.27970 -3.61408 1.98006 -0.1 0.0 0.0 0.083
F -2.60924 -3.43579 3.67489 0.0 0.0 0.0 0.177
F -3.27910 -2.86523 1.69797 0.0 0.0 0.0 0.162
C -2.11530 3.63446 -1.26462 -0.1 0.1 0.0 -0.223
Ge -1.10010 2.72306 -2.65672 -0.1 0.1 0.0 0.738
C -2.23085 1.50848 -3.66461 -0.1 -0.1 0.0 -0.208
C -0.23019 4.01725 -3.82148 0.1 0.1 -0.1 -0.217
C 0.33503 1.68300 -1.79646 0.0 -0.2 0.2 -0.579
Se -0.32686 0.80449 -0.18334 0.1 0.2 -0.1 0.954
C 0.44230 1.98460 1.15094 0.0 0.0 0.0 -0.286
H -2.91813 4.21884 -1.71539 0.0 0.0 0.0 0.024
H -1.48006 4.31838 -0.69922 0.0 0.0 0.0 0.022
H -2.56701 2.92083 -0.57444 0.0 0.0 0.0 0.012
H -3.09978 2.03843 -4.05585 0.0 0.0 0.0 0.025
H -2.58145 0.69160 -3.03444 0.0 0.0 0.0 -0.017
H -1.67952 1.08104 -4.50268 0.0 0.0 0.0 0.027
H -0.97299 4.65248 -4.30460 0.0 0.0 0.0 0.022
H 0.34377 3.51149 -4.59837 0.0 0.0 0.0 0.023
H 0.44704 4.65565 -3.25314 0.0 0.0 0.0 0.021
H 1.16805 2.32430 -1.52423 0.1 0.0 0.0 -0.011
H 0.69706 0.89241 -2.44994 0.0 0.1 0.0 -0.043
H -0.21713 2.84317 1.25304 0.0 0.0 0.0 0.035
H 1.44125 2.28423 0.84560 0.0 0.0 0.0 0.034
H 0.46179 1.42736 2.08436 0.0 0.0 0.0 0.019
Cl 1.55984 -3.43857 1.33949 0.3 0.4 0.0 0.754
C 2.93653 -2.59974 0.58549 -0.2 -0.1 -0.1 -0.617
C 2.53357 -1.46281 -0.11339 0.4 -0.6 0.6 -0.318
C 3.59375 -0.73716 -0.64156 0.2 -0.1 -0.2 -0.671
Cl 3.32254 0.72075 -1.51751 -0.1 0.1 0.0 0.736
C 4.92894 -1.15474 -0.49761 -0.1 -0.1 0.0 -0.695
Cl 6.20761 -0.23271 -1.18282 0.0 0.0 0.0 0.691
C 5.24740 -2.31893 0.20374 0.0 0.1 -0.1 -0.705
Cl 6.87548 -2.83103 0.37870 0.0 0.0 0.0 0.702
C 4.21962 -3.06415 0.77477 0.0 -0.1 0.0 -0.710
Cl 4.51973 -4.49249 1.67671 0.0 0.0 0.0 0.716
Cl 0.39438 -1.78611 -2.92846 0.0 0.1 0.0 0.295
Si -0.49664 -2.23250 -1.12038 0.5 0.0 -0.4 -0.770
Cl -2.42418 -1.61253 -1.29295 -0.2 0.1 0.1 0.342
Cl -0.59900 -4.26810 -1.11326 0.1 -0.1 0.1 0.299
```
Positions in Å, forces in eV/Å.

Values from the calculation:
LUMO level in eV: -1.14
Total charge: 0
F_max in eV/A: 0.9
Kohn-Sham gap in Ha: 0.298
2S+1: 1

Density functional theory data (ωB97M-V with the def2-TZVPD basis set) for a single C26H38N2O4 molecule.

Structure (XYZ):
```
70
Properties=species:S:1:pos:R:3:forces:R:3:lowdin_charge:R:1
C -3.62898 -0.79698 3.17963 0.0 0.0 -0.1 -0.029
C -2.76939 -1.41894 2.12321 -0.2 0.0 -0.1 -0.219
C -1.40029 -1.54196 2.27729 0.0 0.0 -0.1 -0.044
C -0.61493 -2.11991 1.29237 0.1 -0.1 0.0 -0.101
C -1.21078 -2.58812 0.13760 0.1 0.0 0.1 -0.093
C -2.58031 -2.47484 -0.04135 -0.3 0.0 -0.1 -0.020
C -3.36855 -1.88651 0.93908 0.3 -0.1 0.2 -0.247
O -4.73021 -1.74408 0.89181 0.4 0.1 0.3 -0.035
C -5.43079 -1.77510 -0.32621 -0.6 0.2 -0.6 -0.131
C -5.60667 -0.38186 -0.95815 0.4 0.1 0.4 -0.343
O -6.50746 -0.58115 -2.02725 -0.2 -0.2 -0.3 -0.026
H -6.69479 0.27085 -2.43641 0.0 -0.1 0.1 0.096
C -4.28918 0.25203 -1.43762 -0.2 -0.1 0.1 -0.167
N -3.66316 0.97749 -0.35295 -0.1 0.0 0.1 -0.012
H -3.45244 0.34237 0.40912 0.0 0.1 0.0 0.082
C -2.45852 1.71967 -0.68692 0.2 -0.2 0.3 -0.349
C -2.01356 2.47301 0.56774 0.0 0.2 -0.4 -0.146
C -0.76756 3.31118 0.30716 0.1 -0.3 0.2 -0.147
C 0.38326 2.43564 -0.18590 -0.1 0.2 -0.3 -0.366
N 1.54337 3.27348 -0.47006 -0.1 0.3 0.2 -0.021
H 1.61357 4.00620 0.23115 0.0 0.0 -0.1 0.109
C 2.80949 2.57689 -0.53740 0.0 -0.1 0.4 -0.165
C 3.40692 2.19744 0.83145 -0.1 -0.5 -0.6 -0.354
O 3.82848 3.33162 1.55117 0.2 0.3 0.1 -0.015
H 4.44870 3.83185 1.00663 0.0 0.0 0.0 0.098
C 4.55120 1.18609 0.65749 0.0 0.5 0.3 -0.153
H 4.99116 0.96617 1.63979 0.0 0.0 -0.1 0.139
O 3.99446 0.03249 0.07760 0.0 -0.3 -0.1 -0.053
C 4.79087 -1.05579 -0.14879 0.0 -0.2 -0.1 -0.219
C 6.14054 -1.12464 0.16462 -0.1 0.3 0.1 -0.021
C 6.85668 -2.28126 -0.10212 0.0 -0.1 0.0 -0.091
C 6.23366 -3.37018 -0.67791 0.2 -0.1 0.0 -0.098
C 4.88545 -3.29869 -0.99234 0.0 0.1 0.1 -0.048
C 4.14931 -2.15566 -0.73996 -0.1 0.2 0.1 -0.201
C 2.69760 -2.05733 -1.09491 0.1 0.1 0.0 -0.031
H 2.14070 -1.59271 -0.28445 -0.1 0.0 0.0 0.065
H 2.57067 -1.43023 -1.97753 -0.1 0.1 -0.1 0.089
H 2.28441 -3.04044 -1.30457 0.0 -0.1 0.0 0.077
H 4.39460 -4.14878 -1.44405 -0.1 -0.1 0.0 0.110
H 6.79041 -4.27181 -0.88300 0.1 -0.1 0.0 0.099
H 7.90673 -2.32186 0.14650 0.1 0.0 0.0 0.102
H 6.64518 -0.28495 0.61655 0.0 0.1 0.0 0.103
H 5.33095 1.61216 0.00691 0.0 -0.1 0.0 0.141
H 2.63583 1.73344 1.45454 0.0 0.0 -0.1 0.148
H 3.52179 3.23002 -1.05776 0.1 -0.2 0.0 0.128
H 2.68661 1.66813 -1.12592 0.1 0.0 -0.1 0.111
C -0.05608 1.70724 -1.45799 0.0 -0.2 0.3 -0.140
C -1.29415 0.85779 -1.19659 -0.1 0.3 -0.2 -0.139
H -1.58039 0.34858 -2.11892 0.0 -0.1 0.0 0.111
H -1.06511 0.09473 -0.44772 -0.1 -0.1 0.0 0.103
H 0.74902 1.06666 -1.82029 0.1 0.0 -0.1 0.102
H -0.26431 2.45194 -2.22802 0.1 0.1 -0.1 0.124
H 0.60083 1.67765 0.58825 -0.1 0.0 0.0 0.144
H -0.97755 4.06979 -0.44914 0.0 0.1 0.0 0.123
H -0.47338 3.82350 1.22664 0.0 0.1 0.0 0.116
H -2.83117 3.10758 0.91194 0.0 0.0 0.0 0.116
H -1.80218 1.74263 1.35320 0.0 -0.1 0.1 0.115
H -2.73268 2.44317 -1.46571 0.1 0.0 0.0 0.151
H -4.51819 0.98014 -2.22582 0.0 -0.1 0.0 0.128
H -3.65375 -0.52950 -1.88482 -0.1 0.1 -0.1 0.115
H -6.04461 0.28935 -0.20287 0.1 -0.1 -0.1 0.152
H -6.42856 -2.15455 -0.08690 0.1 0.0 -0.1 0.139
H -4.98364 -2.44686 -1.06303 0.0 0.0 0.1 0.122
H -3.01792 -2.85579 -0.95109 -0.1 0.0 -0.1 0.107
H -0.61273 -3.04417 -0.63706 0.1 0.0 -0.1 0.102
H 0.45192 -2.20678 1.43140 0.1 0.0 0.0 0.093
H -0.94028 -1.17589 3.18408 0.0 0.0 0.1 0.112
H -4.34090 -1.52904 3.55755 -0.1 0.0 0.1 0.088
H -4.20533 0.02799 2.76222 -0.1 0.1 0.1 0.083
H -3.02393 -0.43064 4.00483 0.0 0.0 0.1 0.079
```
Positions in Å, forces in eV/Å.

Values from the calculation:
LUMO level in eV: 0.70
Total charge: 0
F_max in eV/A: 0.9
Kohn-Sham gap in Ha: 0.337
2S+1: 1